Record 1
Density functional theory data (ωB97M-V/def2-TZVPD) for C27H44N6O4ReS as an isolated structure.

Each line ends with the Löwdin charge.
Element x y z (Å)
Re  0.9199  -0.2445  -0.1975  1.66
C  -2.0110  -3.4560  1.2407  -0.05
C  -2.1470  -2.7456  -0.1072  -0.38
C  -2.9690  -3.5942  -1.0851  -0.04
C  -2.7676  -1.3667  0.0308  -0.15
C  -4.0403  -1.2696  0.5903  -0.03
C  -4.7178  -0.0656  0.6273  -0.05
C  -4.1351  1.0568  0.0643  -0.03
C  -2.8597  1.0252  -0.4990  -0.14
C  -2.3739  2.3380  -1.1052  -0.35
C  -1.5852  2.2339  -2.4076  -0.06
C  -1.6684  3.1962  -0.0521  -0.06
C  -2.1649  -0.1968  -0.4588  -0.17
N  -0.8279  -0.2976  -1.0206  -0.13
C  -0.8076  -0.7293  -2.3460  -0.03
C  0.3901  -0.7795  -2.9543  -0.26
C  0.8481  -1.2176  -4.2337  0.06
C  2.1987  -1.1127  -4.2067  0.03
C  2.5936  -0.6107  -2.9093  -0.16
N  1.5067  -0.3847  -2.1730  0.00
C  4.0347  -0.5045  -2.4884  -0.52
C  4.8830  -0.0260  -3.6808  -0.03
C  4.4659  -1.9333  -2.0940  0.00
C  4.2812  0.4442  -1.3176  -0.04
H  -1.5712  -4.4446  1.1025  0.10
H  -2.9846  -3.5980  1.7151  0.08
H  -1.3666  -2.8959  1.9209  0.06
H  -1.1452  -2.6432  -0.5184  0.09
H  -3.9541  -3.8302  -0.6783  0.09
H  -2.4568  -4.5358  -1.2853  0.09
H  -3.1219  -3.0803  -2.0367  0.08
H  -4.5208  -2.1675  0.9595  0.12
H  -5.7165  -0.0092  1.0424  0.11
H  -4.6915  1.9869  0.0299  0.12
H  -3.2897  2.8723  -1.3681  0.13
H  -0.5690  1.8599  -2.2707  0.03
H  -1.5163  3.2201  -2.8684  0.10
H  -2.0858  1.5760  -3.1218  0.09
H  -0.8516  2.6590  0.4264  0.04
H  -2.3726  3.4850  0.7315  0.08
H  -1.2762  4.1131  -0.4975  0.09
H  -1.7357  -1.0256  -2.8178  0.16
H  0.2248  -1.5706  -5.0410  0.13
H  2.8812  -1.3631  -5.0002  0.12
H  4.8843  -0.7385  -4.5037  0.08
H  5.9167  0.0861  -3.3534  0.10
H  4.5410  0.9408  -4.0566  0.10
H  4.3513  -2.6273  -2.9279  0.10
H  3.8855  -2.2994  -1.2467  0.08
H  5.5195  -1.9175  -1.8097  0.10
H  3.9267  1.4506  -1.5416  0.08
H  5.3567  0.5041  -1.1479  0.10
H  3.8287  0.0832  -0.3944  0.04
O  1.9732  -3.1595  2.0863  -0.19
S  1.6069  -2.0553  1.2966  0.38
O  0.9839  -2.3215  -0.0904  -0.40
O  0.5615  -1.0919  1.8415  -0.43
O  2.6612  -1.0757  0.8297  -0.42
N  -2.1612  -0.3601  5.9762  0.20
C  -2.4741  0.0424  4.5474  -0.12
C  -1.2611  0.6940  3.8813  -0.27
N  -1.4461  0.8902  2.4596  0.04
H  -2.9574  -0.8202  6.4200  0.18
H  -1.9157  0.4505  6.5471  0.18
H  -1.3723  -1.0087  6.0055  0.17
H  -3.3322  0.7100  4.5934  0.14
H  -2.7596  -0.8691  4.0243  0.13
H  -0.3922  0.0403  4.0172  0.11
H  -1.0376  1.6503  4.3621  0.13
H  -2.2438  1.4791  2.2467  0.08
H  -1.6060  -0.0053  2.0071  0.04
C  2.2822  1.5862  2.4803  0.02
C  2.1124  2.2325  1.1588  -0.32
N  1.5447  1.7089  0.0606  -0.08
C  1.6317  2.6716  -0.9465  -0.13
C  2.2309  3.7668  -0.4481  -0.03
N  2.5297  3.4655  0.8670  0.15
H  1.4213  0.9589  2.6946  0.05
H  2.3966  2.3402  3.2578  0.10
H  3.1649  0.9448  2.4748  0.10
H  1.2513  2.4926  -1.9381  0.11
H  2.4701  4.7181  -0.8900  0.14
H  2.9995  4.0741  1.5187  0.18

The electronic energy is -2160.72972 a.u. The charge is +2. As for the gap between HOMO and LUMO (spin up / spin down): 0.2504 / 0.2541 Ha. The maximum force comes out at 0.0106 Eh/bohr. Its relative energy (zero: lowest compared OMol25 entry of this formula, charge and spin) is 11.2 kJ/mol. The HOMO energy (spin up / spin down) comes out at -13.75 / -13.62 eV. The multiplicity is 2.

Record 2
Density functional theory data (ωB97M-V/def2-TZVPD) for C27H28F6N6O6S2Se2W as an isolated structure.

Each line ends with the Löwdin charge.
Element x y z (Å)
W  0.0332  -0.2101  -0.6938  1.13
C  -4.4359  -0.3134  5.0201  -0.05
C  -3.5231  0.0026  3.8683  -0.27
C  -3.5591  1.2532  3.2550  -0.03
C  -2.6934  1.5543  2.2305  -0.02
C  -1.7143  0.6567  1.7806  -0.28
N  -0.8253  1.0937  0.7844  -0.14
C  -0.1948  2.3197  1.0232  -0.32
C  0.0737  2.8014  2.3032  0.02
C  1.4058  3.4517  2.5414  -0.31
C  1.8240  4.3321  1.3974  -0.22
C  2.9180  5.3126  1.6422  -0.03
C  1.2861  4.1113  0.1805  0.00
C  0.3280  3.0812  -0.0554  -0.14
N  -0.1042  2.8522  -1.3691  -0.05
C  -0.1767  3.7496  -2.3700  -0.02
C  -0.6318  3.0923  -3.4919  -0.02
C  -0.8098  1.7723  -3.0951  -0.11
N  -0.4955  1.6346  -1.8052  -0.13
C  -1.6968  -0.6133  2.3747  -0.12
C  -2.6131  -0.9169  3.3871  0.02
N  -0.7533  -1.6432  2.0717  -0.04
C  -0.3128  -2.5826  2.9368  -0.04
C  0.4772  -3.4636  2.2370  -0.03
C  0.4762  -2.9836  0.9294  -0.12
N  -0.2697  -1.8884  0.8428  -0.12
H  -4.4465  0.5123  5.7310  0.08
H  -4.1242  -1.2214  5.5335  0.07
H  -5.4598  -0.4594  4.6701  0.08
H  -4.2773  1.9954  3.5826  0.12
H  -2.7389  2.5205  1.7456  0.13
H  -0.3331  2.2628  3.1489  0.12
H  1.4214  3.9865  3.4929  0.15
H  2.6546  5.9867  2.4609  0.08
H  3.1467  5.9017  0.7558  0.08
H  3.8188  4.7722  1.9452  0.10
H  1.6460  4.6794  -0.6688  0.12
H  0.0636  4.7851  -2.2124  0.13
H  -0.8147  3.5118  -4.4642  0.10
H  -1.1570  0.9228  -3.6581  0.08
H  -2.6188  -1.9158  3.8029  0.11
H  -0.5614  -2.5645  3.9816  0.13
H  0.9964  -4.3233  2.6197  0.11
H  0.9691  -3.3722  0.0547  0.10
O  -0.9988  -5.7473  -3.4063  -0.04
C  -1.2314  -4.7069  -4.3367  -0.22
C  -1.0601  -3.3393  -3.6300  -0.55
C  -1.2576  -2.2949  -4.7654  -0.22
O  -1.4117  -0.9661  -4.3365  -0.15
C  -2.0771  -3.1985  -2.5530  -0.02
Se  -2.2015  -0.8438  -1.1147  0.51
C  0.3571  -3.3228  -3.0411  -0.41
Se  1.0810  -1.5552  -2.4007  0.78
H  -1.2850  -6.5791  -3.7915  0.09
H  -2.2505  -4.7543  -4.7365  0.13
H  -0.5152  -4.7607  -5.1674  0.13
H  -2.1267  -2.5952  -5.3659  0.13
H  -0.3694  -2.3023  -5.3999  0.14
H  -2.1727  -0.9273  -3.7440  0.01
H  -1.8360  -3.4850  -1.5405  0.03
H  -3.1141  -2.9962  -2.7876  0.06
H  1.0917  -3.6384  -3.7795  0.07
H  0.4049  -3.9814  -2.1765  0.05
F  4.2643  0.3844  2.8685  0.16
C  3.0319  -0.0385  2.6617  -0.69
F  3.0908  -1.2888  2.1967  0.12
F  2.3806  -0.0939  3.8342  0.12
S  2.0501  1.0779  1.5125  1.10
O  1.4711  -0.2347  0.4996  -0.73
O  2.3868  2.3777  2.7027  -0.30
N  3.2620  1.5467  0.5269  -0.32
S  3.2394  1.2283  -0.9843  0.62
O  1.8710  0.9949  -1.5320  -0.51
O  3.9981  2.1603  -1.7466  -0.25
C  4.2250  -0.3577  -1.1947  -0.68
F  3.6920  -1.4077  -0.5799  0.10
F  4.3845  -0.6481  -2.4830  0.13
F  5.4278  -0.1436  -0.6565  0.14

The electronic energy is -8090.95384 a.u. As for the gap between HOMO and LUMO (spin up / spin down): 0.2140 / 0.2186 Ha. The maximum force comes out at 0.0470 Eh/bohr. Its relative energy (zero: lowest compared OMol25 entry of this formula, charge and spin) is 538.5 kJ/mol. The HOMO energy (spin up / spin down) comes out at -7.14 / -7.06 eV. The multiplicity is 3.

Record 3
Density functional theory data (ωB97M-V/def2-TZVPD) for C10H19NO4Rb as an isolated structure.

Each line ends with the Löwdin charge.
Element x y z (Å)
Rb  0.2198  -2.2460  -1.9836  0.91
O  -2.5172  -3.0616  -5.9488  0.02
C  -2.0046  -2.7744  -4.6820  -0.87
O  -0.9986  -3.4529  -4.3578  -0.19
O  -2.4907  -1.8651  -3.9988  -0.04
H  -1.9287  -3.8484  -5.9610  0.08
C  -1.7785  -1.1410  0.7657  -0.06
C  -0.8289  0.0008  1.1611  -0.51
C  0.0917  -0.5381  2.2907  -0.16
C  1.3280  0.2990  2.5833  -0.19
C  2.0561  0.4669  1.2735  -0.16
C  1.2649  1.1155  0.1257  -0.54
N  -0.0056  0.4154  -0.0100  -0.24
O  -0.7717  0.7675  -1.1587  -0.33
C  2.1141  0.9875  -1.1538  -0.05
C  1.1686  2.6369  0.3874  -0.05
C  -1.6367  1.1454  1.7590  -0.05
H  -2.5306  -0.8672  0.0274  0.09
H  -2.3393  -1.4374  1.6581  0.08
H  -1.2574  -2.0378  0.4248  0.03
H  0.3873  -1.5706  2.0749  0.11
H  -0.4429  -0.6252  3.2427  0.11
H  1.9536  -0.1516  3.3581  0.10
H  1.0076  1.2283  3.0643  0.10
H  2.3401  -0.5303  0.9197  0.11
H  2.9908  1.0209  1.4063  0.11
H  2.0347  -0.0727  -1.3901  0.03
H  3.1624  1.1440  -0.8862  0.07
H  1.8309  1.5943  -2.0083  0.08
H  0.7206  2.8371  1.3645  0.05
H  0.5034  3.1220  -0.3282  0.08
H  2.1471  3.1217  0.3665  0.07
H  -2.2997  0.7839  2.5519  0.07
H  -2.3905  1.4791  1.0375  0.08
H  -1.1003  2.0541  2.0239  0.06

The electronic energy is -772.25511 a.u. The charge is -1. As for the gap between HOMO and LUMO: 0.1561 Ha. The maximum force comes out at 0.0546 Eh/bohr. Its relative energy (zero: lowest compared OMol25 entry of this formula, charge and spin) is 57.4 kJ/mol. The HOMO energy comes out at -2.35 eV.

Q: The lowest electronic energy belongs to which entry?
A: C27H28F6N6O6S2Se2W